No. 1
13
Properties=species:S:1:pos:R:3:forces:R:3 method="wB97M-V/def2-TZVPD" e_above_lowest_ev=5.584 orbital_gap_ev="8.20 / 7.78" energy_ev=-20644.5955 molar_mass_g_mol=131.2
C -0.89177 1.34195 -1.63921 1.849 1.433 -0.306
C -0.18694 2.47661 -2.17378 1.077 -2.665 1.312
C 0.03380 0.74113 -0.86722 -0.994 -4.671 2.842
C -0.69026 -1.52839 0.17723 0.446 2.801 -0.705
N 1.06613 2.54970 -1.89367 2.532 1.658 0.561
O -1.93843 -1.40590 -0.37139 1.298 -1.276 -0.141
O 0.16495 -2.44006 -0.34434 -1.781 1.218 0.842
S 1.58499 1.39646 -0.78384 -2.147 0.498 -1.287
H -1.83233 1.02882 -2.00364 -0.912 -0.438 0.278
H -0.38224 3.13840 -2.90427 -1.808 2.242 -2.380
H -0.49266 -1.24473 1.21767 -0.323 -0.378 -0.517
H -2.68909 -1.22739 0.20677 0.501 0.129 0.499
H -0.15723 -2.49151 -1.24261 0.262 -0.550 -0.998

No. 2
13
Properties=species:S:1:pos:R:3:forces:R:3 method="wB97M-V/def2-TZVPD" e_above_lowest_ev=1.668 orbital_gap_ev="6.76 / 6.83" energy_ev=-20643.1023 spin_multiplicity=3 molar_mass_g_mol=131.2
C 0.63787 0.80565 1.21340 -1.622 -2.247 -2.022
C -1.13361 2.15694 -0.00375 -0.818 -1.664 -0.487
C -0.27432 0.04005 0.60144 0.747 -0.227 2.106
C -0.13897 -0.75325 -0.67187 3.050 -1.358 1.240
N 1.46801 1.47296 1.73395 1.651 3.325 1.929
O -0.77061 2.45616 -1.06229 1.333 1.080 -2.048
O -2.69960 3.59351 1.30614 -0.806 0.687 0.944
S -2.14742 2.19966 1.22464 -1.020 0.956 0.979
H -1.02151 -0.30895 1.35315 0.449 0.244 -0.803
H 0.97809 -1.03196 -0.85930 -1.713 0.911 0.219
H -0.49868 -0.29678 -1.56545 -0.744 0.072 -0.506
H -0.50394 -1.74404 -0.36407 -0.606 0.324 -0.961
H 1.38014 2.54288 1.84869 0.100 -2.102 -0.591

No. 3
13
Properties=species:S:1:pos:R:3:forces:R:3 method="wB97M-V/def2-TZVPD" e_above_lowest_ev=3.004 orbital_gap_ev=11.08 energy_ev=-11858.9969 smiles="O=CO[C@@H]1CC=NO1" molar_mass_g_mol=115.1
O 2.26038 1.69696 -1.80210 0.954 1.334 -1.167
C 1.77823 0.80292 -1.22442 -0.057 -0.408 1.090
O 0.44578 0.76637 -0.96857 0.023 -1.275 0.567
C 0.20020 -0.44823 -0.24780 -2.547 0.969 1.357
C -1.33471 -0.64514 0.08226 1.092 1.475 -0.628
C -1.26990 0.26668 1.34496 -3.429 -1.305 -2.035
N -0.18415 0.28542 1.92025 2.084 0.773 0.600
O 0.73637 -0.37551 1.07338 0.519 -0.227 0.032
H 2.36514 -0.02437 -0.75070 -0.361 0.294 -0.433
H 0.76071 -1.20771 -0.69718 0.231 -1.538 -0.732
H -1.47912 -1.72845 0.28924 -0.193 0.853 0.193
H -2.12386 -0.23537 -0.61956 1.321 -0.691 0.431
H -2.15507 0.84645 1.60025 0.363 -0.254 0.725

No. 4
13
Properties=species:S:1:pos:R:3:forces:R:3 method="wB97M-V/def2-TZVPD" e_above_lowest_ev=3.162 orbital_gap_ev=8.37 energy_ev=-11858.8389 molar_mass_g_mol=115.1
C -2.09235 -0.53520 0.41440 -6.888 -1.667 2.995
C -0.83297 -0.01824 0.22284 1.224 0.934 1.890
C 1.06929 0.74634 0.33490 4.166 -0.408 -4.066
C 0.78338 0.22131 -0.92445 4.894 0.006 0.322
H -2.15653 -1.58066 -0.03362 0.056 1.227 0.839
H -3.07293 0.00006 -0.01783 2.382 -0.634 0.638
H -2.31051 -0.55682 1.58114 0.324 -0.263 -2.403
H 2.70706 1.28421 1.55705 -1.446 -0.678 -2.883
H 2.16318 -0.84562 -1.90114 -0.879 1.014 0.497
N -0.00243 0.65001 1.05315 -3.597 -1.332 0.482
O 2.45486 1.05172 0.57093 -1.480 0.649 2.829
O 1.65070 0.00407 -1.90692 1.115 -0.594 -1.578
O -0.36073 -0.42119 -0.95044 0.129 1.746 0.438

No. 5
13
Properties=species:S:1:pos:R:3:forces:R:3 method="wB97M-V/def2-TZVPD" e_above_lowest_ev=5.047 orbital_gap_ev=8.66 energy_ev=-11856.9541 molar_mass_g_mol=115.1
C 0.91939 -1.19708 -1.86329 2.379 0.447 6.828
C -0.38258 0.32967 -0.37081 1.037 -2.018 0.605
C -0.26161 -0.35277 0.79450 -0.029 -2.341 -1.889
C -0.79326 1.80517 1.16921 0.479 -1.777 2.291
H 0.99109 -1.33919 -2.92907 -0.539 -0.539 0.020
H 1.93113 -0.69925 -1.42749 -1.678 -1.759 -1.330
H 0.76186 -2.24342 -0.87042 0.223 2.901 -3.959
H -0.30821 -1.63401 0.80960 0.680 4.447 0.582
H -0.62135 0.43474 2.82381 1.789 1.233 -4.109
N -0.14627 0.67763 1.75779 -2.910 -1.598 4.588
O 0.03117 -0.10193 -1.56884 -2.175 1.023 -1.692
O -1.36720 2.60311 1.81823 -0.653 2.035 0.414
O -0.75416 1.71732 -0.14322 1.397 -2.053 -2.348

No. 6
13
Properties=species:S:1:pos:R:3:forces:R:3 method="wB97M-V/def2-TZVPD" e_above_lowest_ev=3.585 orbital_gap_ev=7.52 energy_ev=-11858.4164 molar_mass_g_mol=115.1
C 0.70853 -0.68639 1.37185 -1.213 -0.412 0.231
C 0.23830 0.44518 0.50416 5.306 2.151 -0.663
O -0.21461 1.52815 0.79472 -1.011 -0.808 0.034
C 1.11280 0.36179 -0.97563 -0.693 -0.209 3.497
O 2.27851 0.46678 -1.19480 0.079 0.397 -0.658
N 0.02280 -0.10961 -1.53735 -2.478 -0.899 0.409
C -1.19261 -0.23686 -1.00551 -0.130 0.227 -3.873
O -2.11098 0.73974 -1.02291 0.198 -0.320 0.959
H 1.74345 -0.47914 1.64902 -0.055 0.277 -0.238
H 0.69159 -1.63064 0.83328 -0.051 -0.056 0.060
H 0.10369 -0.72729 2.27585 -0.001 -0.214 0.067
H -1.64817 -1.21925 -1.06933 -0.010 -0.092 0.447
H -1.73330 1.54755 -0.62335 0.059 -0.043 -0.273